Run a
{
  "formula": "C40H110N10O10",
  "method": "ωB97M-V with the def2-TZVPD basis set",
  "species": ["C", "O", "C", "C", "C", "N", "H", "H", "H", "H", "H", "H", "H", "H", "H", "H", "H", "C", "O", "C", "C", "C", "N", "H", "H", "H", "H", "H", "H", "H", "H", "H", "H", "H", "C", "O", "C", "C", "C", "N", "H", "H", "H", "H", "H", "H", "H", "H", "H", "H", "H", "C", "O", "C", "C", "C", "N", "H", "H", "H", "H", "H", "H", "H", "H", "H", "H", "H", "C", "O", "C", "C", "C", "N", "H", "H", "H", "H", "H", "H", "H", "H", "H", "H", "H", "C", "O", "C", "C", "C", "N", "H", "H", "H", "H", "H", "H", "H", "H", "H", "H", "H", "C", "O", "C", "C", "C", "N", "H", "H", "H", "H", "H", "H", "H", "H", "H", "H", "H", "C", "O", "C", "C", "C", "N", "H", "H", "H", "H", "H", "H", "H", "H", "H", "H", "H", "C", "O", "C", "C", "C", "N", "H", "H", "H", "H", "H", "H", "H", "H", "H", "H", "H", "C", "O", "C", "C", "C", "N", "H", "H", "H", "H", "H", "H", "H", "H", "H", "H", "H"],
  "positions_angstrom": [[-4.28, 11.10, 5.27], [-2.91, 11.02, 5.52], [-2.25, 9.98, 4.87], [-1.38, 9.09, 5.78], [-2.13, 8.24, 6.83], [-0.42, 9.94, 6.53], [-4.78, 10.13, 5.38], [-4.57, 11.61, 4.35], [-4.60, 11.76, 6.07], [-3.02, 9.28, 4.54], [-1.68, 10.44, 4.06], [-0.91, 8.43, 5.05], [-2.89, 7.59, 6.40], [-2.57, 8.90, 7.58], [-1.40, 7.58, 7.30], [0.35, 10.23, 5.95], [-0.90, 10.81, 6.72], [-2.89, -1.03, 7.25], [-3.30, -2.27, 7.83], [-4.20, -3.06, 7.13], [-5.58, -2.41, 6.79], [-6.36, -1.78, 8.02], [-6.46, -3.48, 6.30], [-3.66, -0.31, 6.98], [-2.27, -1.13, 6.36], [-2.30, -0.47, 7.97], [-3.72, -3.49, 6.25], [-4.61, -3.87, 7.74], [-5.44, -1.66, 6.02], [-7.17, -1.26, 7.53], [-5.85, -1.00, 8.58], [-6.87, -2.51, 8.66], [-6.03, -3.77, 5.44], [-7.38, -3.10, 6.15], [2.54, -12.85, 0.23], [1.73, -13.66, 1.07], [1.58, -15.03, 0.66], [0.96, -15.73, 1.88], [1.89, -16.02, 3.04], [0.46, -16.97, 1.43], [2.72, -11.85, 0.61], [2.07, -12.79, -0.75], [3.54, -13.28, 0.19], [0.92, -15.01, -0.21], [2.47, -15.59, 0.39], [0.23, -14.99, 2.20], [2.74, -16.50, 2.56], [1.40, -16.65, 3.78], [2.10, -15.07, 3.53], [-0.53, -17.09, 1.61], [0.95, -17.70, 1.92], [0.39, -3.10, -0.57], [0.03, -1.84, -1.04], [0.49, -0.69, -0.31], [0.02, 0.59, -1.03], [0.77, 0.76, -2.34], [0.36, 1.68, -0.07], [1.48, -3.22, -0.57], [-0.03, -3.82, -1.27], [0.01, -3.28, 0.43], [0.01, -0.87, 0.65], [1.57, -0.70, -0.21], [-1.03, 0.45, -1.29], [1.80, 1.03, -2.11], [0.35, 1.58, -2.93], [0.77, -0.01, -3.11], [-0.34, 2.42, -0.07], [1.16, 2.28, -0.24], [-5.15, 5.98, -1.35], [-4.16, 6.75, -1.97], [-4.50, 6.99, -3.38], [-3.53, 7.86, -4.22], [-3.10, 9.23, -3.64], [-3.85, 8.07, -5.63], [-4.92, 5.72, -0.32], [-5.65, 5.16, -1.87], [-5.97, 6.68, -1.18], [-4.50, 6.00, -3.84], [-5.46, 7.51, -3.38], [-2.63, 7.26, -4.09], [-2.69, 9.04, -2.65], [-3.92, 9.95, -3.63], [-2.38, 9.69, -4.32], [-4.29, 8.97, -5.78], [-3.14, 7.90, -6.33], [-1.77, -0.88, -10.35], [-0.60, -0.15, -10.77], [0.00, 0.72, -9.80], [0.83, 1.73, -10.60], [1.89, 2.41, -9.78], [0.04, 2.74, -11.33], [-1.93, -1.77, -10.96], [-2.68, -0.32, -10.55], [-1.78, -1.23, -9.31], [-0.86, 1.10, -9.23], [0.61, 0.05, -9.20], [1.37, 1.14, -11.34], [2.68, 2.84, -10.40], [2.45, 1.84, -9.04], [1.51, 3.26, -9.21], [0.66, 3.37, -11.82], [-0.51, 2.31, -12.06], [11.18, -1.10, -3.81], [9.95, -1.58, -3.40], [9.45, -2.85, -3.97], [9.15, -2.76, -5.48], [8.19, -1.63, -5.80], [8.74, -4.04, -5.94], [11.79, -1.65, -3.09], [11.17, -0.07, -3.46], [11.42, -1.13, -4.87], [10.27, -3.52, -3.74], [8.48, -3.03, -3.50], [10.08, -2.61, -6.02], [7.29, -1.52, -5.19], [7.95, -1.58, -6.86], [8.80, -0.75, -5.64], [8.57, -3.96, -6.93], [7.89, -4.35, -5.50], [-7.58, -1.17, -5.85], [-8.12, -2.45, -6.10], [-9.35, -2.30, -6.80], [-9.97, -3.71, -7.10], [-9.46, -4.31, -8.39], [-11.44, -3.54, -7.12], [-7.12, -0.78, -6.76], [-7.01, -1.27, -4.93], [-8.34, -0.47, -5.49], [-10.01, -1.78, -6.10], [-9.28, -1.79, -7.76], [-9.70, -4.34, -6.25], [-8.38, -4.47, -8.34], [-9.67, -3.68, -9.25], [-9.89, -5.31, -8.43], [-11.83, -3.26, -8.01], [-11.69, -2.86, -6.41], [2.14, -8.68, 7.03], [2.12, -8.88, 8.44], [1.26, -8.01, 9.20], [2.17, -6.86, 9.80], [3.34, -7.39, 10.73], [1.28, -6.05, 10.56], [2.87, -9.23, 6.44], [2.31, -7.60, 6.96], [1.20, -8.99, 6.58], [0.42, -7.64, 8.61], [0.81, -8.62, 9.98], [2.61, -6.36, 8.93], [3.98, -8.02, 10.12], [2.82, -8.04, 11.44], [3.86, -6.62, 11.31], [0.51, -5.71, 9.99], [1.70, -5.20, 10.91], [5.68, 10.87, 1.19], [5.56, 11.22, 2.59], [6.25, 12.39, 2.93], [7.69, 12.02, 3.34], [7.71, 11.10, 4.59], [8.35, 13.20, 3.72], [5.50, 9.80, 1.05], [6.69, 10.86, 0.79], [5.04, 11.60, 0.69], [6.25, 13.08, 2.08], [5.78, 12.93, 3.76], [8.20, 11.43, 2.59], [7.33, 11.62, 5.46], [8.72, 10.75, 4.79], [7.05, 10.24, 4.45], [8.93, 13.60, 2.99], [9.15, 12.90, 4.27]],
  "lowdin_charge": [-0.116, -0.194, -0.223, -0.403, -0.065, 0.034, 0.088, 0.086, 0.089, 0.109, 0.127, 0.131, 0.069, 0.077, 0.071, 0.063, 0.058, -0.109, -0.169, -0.218, -0.422, -0.047, 0.015, 0.078, 0.084, 0.086, 0.120, 0.123, 0.117, 0.062, 0.069, 0.076, 0.069, 0.067, -0.110, -0.204, -0.193, -0.487, -0.058, 0.032, 0.082, 0.084, 0.082, 0.121, 0.121, 0.139, 0.085, 0.080, 0.080, 0.081, 0.066, -0.137, -0.215, -0.190, -0.399, -0.081, 0.032, 0.084, 0.089, 0.083, 0.118, 0.122, 0.140, 0.076, 0.072, 0.078, 0.062, 0.064, -0.155, -0.194, -0.156, -0.427, -0.069, 0.031, 0.087, 0.086, 0.077, 0.120, 0.119, 0.129, 0.073, 0.072, 0.072, 0.064, 0.072, -0.105, -0.216, -0.173, -0.437, -0.083, 0.040, 0.078, 0.079, 0.082, 0.123, 0.123, 0.131, 0.073, 0.076, 0.078, 0.065, 0.066, -0.145, -0.231, -0.124, -0.491, -0.058, 0.026, 0.091, 0.090, 0.086, 0.123, 0.126, 0.128, 0.084, 0.075, 0.070, 0.074, 0.074, -0.127, -0.186, -0.207, -0.417, -0.068, 0.028, 0.092, 0.091, 0.077, 0.108, 0.124, 0.133, 0.080, 0.078, 0.078, 0.063, 0.054, -0.105, -0.220, -0.165, -0.432, -0.039, 0.014, 0.084, 0.080, 0.080, 0.115, 0.120, 0.117, 0.067, 0.071, 0.068, 0.071, 0.074, -0.087, -0.200, -0.212, -0.467, -0.058, 0.026, 0.087, 0.076, 0.090, 0.116, 0.128, 0.130, 0.080, 0.074, 0.073, 0.077, 0.068],
  "homo_energy_ev": -9.08,
  "lumo_ha": 0.0176
}

Run b
{
  "formula": "C40H110N10O10",
  "method": "ωB97M-V with the def2-TZVPD basis set",
  "species": ["C", "O", "C", "C", "C", "N", "H", "H", "H", "H", "H", "H", "H", "H", "H", "H", "H", "C", "O", "C", "C", "C", "N", "H", "H", "H", "H", "H", "H", "H", "H", "H", "H", "H", "C", "O", "C", "C", "C", "N", "H", "H", "H", "H", "H", "H", "H", "H", "H", "H", "H", "C", "O", "C", "C", "C", "N", "H", "H", "H", "H", "H", "H", "H", "H", "H", "H", "H", "C", "O", "C", "C", "C", "N", "H", "H", "H", "H", "H", "H", "H", "H", "H", "H", "H", "C", "O", "C", "C", "C", "N", "H", "H", "H", "H", "H", "H", "H", "H", "H", "H", "H", "C", "O", "C", "C", "C", "N", "H", "H", "H", "H", "H", "H", "H", "H", "H", "H", "H", "C", "O", "C", "C", "C", "N", "H", "H", "H", "H", "H", "H", "H", "H", "H", "H", "H", "C", "O", "C", "C", "C", "N", "H", "H", "H", "H", "H", "H", "H", "H", "H", "H", "H", "C", "O", "C", "C", "C", "N", "H", "H", "H", "H", "H", "H", "H", "H", "H", "H", "H"],
  "positions_angstrom": [[8.50, -4.07, 2.22], [8.58, -2.67, 1.78], [7.38, -2.18, 1.26], [7.47, -0.66, 1.12], [7.75, 0.20, 2.37], [6.37, -0.03, 0.47], [8.10, -4.70, 1.43], [7.80, -4.14, 3.05], [9.53, -4.38, 2.36], [7.14, -2.66, 0.32], [6.49, -2.56, 1.77], [8.27, -0.48, 0.40], [8.59, -0.20, 2.95], [6.84, 0.13, 2.97], [7.87, 1.24, 2.07], [6.63, 0.87, 0.11], [6.20, -0.58, -0.36], [-0.63, -3.25, 10.13], [-0.75, -2.07, 10.89], [-0.66, -2.24, 12.30], [-0.91, -0.90, 12.98], [0.27, 0.01, 12.72], [-1.04, -1.08, 14.43], [-0.90, -3.01, 9.10], [-1.14, -4.12, 10.55], [0.40, -3.60, 10.07], [-1.40, -2.97, 12.62], [0.38, -2.52, 12.47], [-1.84, -0.48, 12.59], [0.43, 0.18, 11.66], [1.16, -0.38, 13.20], [0.08, 1.00, 13.15], [-1.55, -0.28, 14.77], [-1.65, -1.87, 14.58], [-4.03, -5.70, -2.55], [-5.12, -5.86, -1.69], [-4.83, -6.82, -0.68], [-6.03, -7.13, 0.22], [-6.20, -6.06, 1.31], [-5.71, -8.44, 0.87], [-3.69, -6.62, -3.02], [-3.18, -5.20, -2.08], [-4.37, -4.99, -3.30], [-4.60, -7.73, -1.24], [-3.97, -6.53, -0.09], [-6.90, -7.21, -0.43], [-5.46, -6.01, 2.11], [-7.13, -6.26, 1.85], [-6.29, -5.09, 0.83], [-6.58, -8.64, 1.33], [-5.64, -9.18, 0.19], [5.35, -2.80, 7.79], [5.98, -3.13, 9.00], [6.70, -2.05, 9.62], [7.12, -2.46, 11.09], [5.93, -2.80, 12.02], [7.93, -1.40, 11.75], [6.07, -2.39, 7.07], [4.53, -2.11, 7.97], [4.98, -3.69, 7.29], [7.60, -1.93, 9.01], [6.00, -1.22, 9.61], [7.69, -3.39, 10.98], [5.12, -2.11, 11.79], [6.19, -2.78, 13.07], [5.54, -3.77, 11.72], [8.25, -1.71, 12.66], [8.79, -1.51, 11.23], [-5.28, 3.03, -9.95], [-5.27, 2.62, -11.26], [-4.43, 3.46, -12.06], [-4.22, 2.59, -13.28], [-3.25, 3.16, -14.36], [-5.45, 2.13, -13.89], [-5.89, 2.32, -9.39], [-5.76, 4.01, -9.94], [-4.32, 3.16, -9.46], [-5.04, 4.34, -12.22], [-3.47, 3.65, -11.58], [-3.75, 1.67, -12.94], [-3.63, 4.13, -14.70], [-3.37, 2.59, -15.28], [-2.19, 3.16, -14.13], [-5.96, 2.88, -14.32], [-5.99, 2.03, -13.05], [-6.78, 0.80, 3.77], [-6.23, 0.62, 5.10], [-6.85, -0.43, 5.87], [-5.88, -1.14, 6.78], [-6.51, -2.40, 7.41], [-5.28, -0.37, 7.90], [-6.79, -0.05, 3.09], [-6.18, 1.60, 3.34], [-7.78, 1.20, 3.95], [-7.66, 0.01, 6.46], [-7.28, -1.19, 5.22], [-5.11, -1.61, 6.16], [-7.40, -2.17, 8.00], [-5.84, -2.93, 8.09], [-6.91, -3.09, 6.67], [-4.55, -0.96, 8.27], [-4.74, 0.45, 7.64], [4.60, 5.13, -10.96], [3.74, 6.00, -10.13], [3.90, 5.86, -8.71], [3.19, 4.60, -8.11], [1.69, 4.59, -8.50], [3.26, 4.62, -6.68], [4.85, 4.20, -10.44], [5.50, 5.65, -11.28], [4.17, 4.91, -11.94], [4.97, 5.83, -8.46], [3.47, 6.70, -8.16], [3.75, 3.79, -8.59], [1.69, 4.16, -9.50], [1.23, 5.58, -8.52], [1.05, 4.01, -7.83], [2.93, 5.50, -6.31], [4.24, 4.55, -6.44], [-1.22, 0.87, -1.99], [-0.73, -0.23, -1.15], [-0.02, 0.25, -0.06], [0.43, -0.86, 0.90], [-0.70, -1.54, 1.59], [1.25, -0.16, 1.89], [-1.99, 1.37, -1.41], [-1.64, 0.41, -2.88], [-0.48, 1.59, -2.36], [0.88, 0.67, -0.51], [-0.48, 1.09, 0.47], [1.04, -1.51, 0.28], [-1.42, -0.93, 2.15], [-0.32, -2.25, 2.32], [-1.17, -2.12, 0.80], [0.72, 0.65, 2.18], [2.02, 0.15, 1.32], [0.23, -2.45, -9.51], [1.17, -2.87, -8.53], [1.12, -2.11, -7.36], [2.34, -2.48, -6.45], [2.23, -3.86, -5.87], [2.38, -1.53, -5.39], [-0.78, -2.38, -9.11], [0.12, -3.15, -10.34], [0.54, -1.46, -9.85], [1.29, -1.05, -7.57], [0.08, -2.19, -7.05], [3.27, -2.45, -7.01], [2.89, -3.99, -5.02], [2.46, -4.66, -6.57], [1.21, -4.02, -5.53], [1.44, -1.54, -5.01], [2.55, -0.64, -5.84], [-4.43, 6.58, -2.10], [-3.02, 6.77, -2.17], [-2.49, 7.80, -1.30], [-0.98, 7.57, -1.16], [-0.16, 8.59, -0.33], [-0.42, 7.66, -2.46], [-4.64, 5.85, -2.88], [-4.99, 7.48, -2.37], [-4.81, 6.19, -1.15], [-2.68, 8.82, -1.65], [-2.97, 7.74, -0.32], [-0.83, 6.59, -0.71], [-0.50, 8.49, 0.70], [-0.27, 9.62, -0.64], [0.85, 8.18, -0.24], [-0.34, 8.57, -2.88], [-1.04, 7.13, -3.05]],
  "lowdin_charge": [-0.061, -0.188, -0.236, -0.459, -0.048, 0.012, 0.077, 0.085, 0.088, 0.117, 0.122, 0.129, 0.072, 0.076, 0.072, 0.075, 0.070, -0.118, -0.195, -0.200, -0.453, -0.072, 0.033, 0.088, 0.083, 0.079, 0.122, 0.130, 0.137, 0.079, 0.083, 0.073, 0.071, 0.060, -0.128, -0.183, -0.224, -0.411, -0.063, 0.026, 0.086, 0.085, 0.088, 0.113, 0.131, 0.135, 0.079, 0.066, 0.077, 0.061, 0.061, -0.122, -0.217, -0.161, -0.412, -0.064, 0.024, 0.082, 0.086, 0.086, 0.119, 0.120, 0.124, 0.074, 0.072, 0.072, 0.061, 0.058, -0.139, -0.219, -0.177, -0.448, -0.056, 0.043, 0.094, 0.086, 0.087, 0.133, 0.129, 0.135, 0.068, 0.068, 0.071, 0.071, 0.055, -0.093, -0.198, -0.204, -0.428, -0.078, 0.040, 0.083, 0.082, 0.082, 0.129, 0.118, 0.128, 0.074, 0.073, 0.072, 0.058, 0.064, -0.072, -0.197, -0.201, -0.450, -0.055, 0.028, 0.076, 0.076, 0.080, 0.115, 0.116, 0.122, 0.070, 0.076, 0.070, 0.076, 0.069, -0.069, -0.182, -0.273, -0.449, -0.068, 0.033, 0.084, 0.081, 0.083, 0.119, 0.123, 0.147, 0.084, 0.076, 0.077, 0.066, 0.066, -0.099, -0.193, -0.222, -0.458, -0.073, 0.030, 0.080, 0.087, 0.086, 0.111, 0.125, 0.144, 0.077, 0.079, 0.079, 0.076, 0.071, -0.104, -0.207, -0.187, -0.454, -0.063, 0.021, 0.085, 0.083, 0.083, 0.124, 0.117, 0.138, 0.067, 0.078, 0.078, 0.078, 0.063],
  "homo_energy_ev": -9.07,
  "lumo_ha": 0.0106
}

How far above the most stable structure does each one sit? In kJ/mol: run a 136.8; run b 0.0.

Run a
{
  "formula": "C6H9ClO",
  "method": "ωB97M-V with the def2-TZVPD basis set",
  "species": ["C", "C", "C", "C", "O", "C", "C", "Cl", "H", "H", "H", "H", "H", "H", "H", "H", "H"],
  "positions_angstrom": [[1.82, 1.96, 0.41], [1.59, 0.86, -0.30], [0.43, -0.05, -0.13], [0.75, -1.52, -0.06], [2.13, -1.79, -0.03], [-0.84, 0.41, -0.08], [-1.34, 1.81, -0.22], [-2.13, -0.76, 0.14], [2.67, 2.56, 0.19], [1.15, 2.24, 1.23], [2.33, 0.54, -1.07], [0.38, -2.04, -0.95], [0.22, -1.97, 0.82], [2.50, -1.41, 0.80], [-1.72, 2.21, 0.66], [-2.19, 1.81, -0.94], [-0.56, 2.44, -0.64]],
  "lowdin_charge": [0.020, -0.145, -0.267, -0.270, -0.076, -0.632, -0.118, 0.670, 0.050, 0.079, 0.124, 0.126, 0.117, 0.108, 0.055, 0.086, 0.072],
  "homo_energy_ev": -8.83,
  "lumo_ha": 0.0291
}

Run b
{
  "formula": "C6H9ClO",
  "method": "ωB97M-V with the def2-TZVPD basis set",
  "species": ["C", "C", "C", "O", "C", "C", "C", "Cl", "H", "H", "H", "H", "H", "H", "H", "H", "H"],
  "positions_angstrom": [[-1.62, -0.80, -2.35], [-1.20, 0.38, -1.92], [-0.35, 0.70, -0.76], [0.27, -0.45, -0.19], [0.87, -0.41, 1.01], [1.92, -1.19, 1.26], [0.26, 0.53, 2.08], [0.97, 2.18, 2.03], [-1.30, -1.70, -1.89], [-2.12, -0.85, -3.35], [-1.56, 1.25, -2.46], [0.42, 1.34, -1.05], [-0.96, 1.21, -0.02], [2.36, -1.70, 0.41], [2.38, -1.19, 2.24], [0.44, 0.15, 3.08], [-0.79, 0.56, 1.86]],
  "lowdin_charge": [0.017, -0.153, -0.208, -0.060, -0.439, 0.077, -0.500, 0.556, 0.048, 0.076, 0.102, 0.110, 0.107, 0.068, 0.065, 0.072, 0.062],
  "homo_energy_ev": -9.01,
  "lumo_ha": 0.0323
}

How far above the most stable structure does each one sit? In kJ/mol: run a 0.0; run b 62.2.